Formula: C72H180N12O24
Source: the OMol25 dataset
Level of theory: wB97M-V/def2-TZVPD

Atoms and positions in Å:
C -10.802 -5.074 8.750
O -9.511 -4.494 8.608
C -9.233 -3.583 9.635
C -7.877 -2.924 9.483
N -7.957 -1.756 8.590
C -6.684 -1.101 8.393
C -6.710 -0.360 7.069
O -6.758 -1.279 5.982
C -7.131 -0.732 4.747
H -10.962 -5.501 9.742
H -10.851 -5.832 7.971
H -11.560 -4.308 8.566
H -9.295 -4.068 10.619
H -9.932 -2.745 9.762
H -7.107 -3.595 9.078
H -7.493 -2.632 10.462
H -8.357 -2.056 7.710
H -5.900 -1.862 8.257
H -6.400 -0.414 9.189
H -5.819 0.261 6.922
H -7.579 0.298 6.954
H -7.097 -1.548 4.024
H -6.370 -0.009 4.431
H -8.160 -0.363 4.801
C -5.373 -0.051 -3.438
O -4.999 0.528 -2.204
C -5.129 1.962 -2.155
C -5.121 2.422 -0.696
N -3.803 2.496 -0.059
C -3.970 2.647 1.373
C -2.659 2.976 2.065
O -1.712 1.928 2.241
C -2.186 0.729 2.819
H -5.041 -1.090 -3.432
H -4.828 0.434 -4.254
H -6.448 -0.019 -3.628
H -6.118 2.179 -2.570
H -4.408 2.506 -2.767
H -5.764 1.779 -0.084
H -5.541 3.430 -0.768
H -3.247 1.663 -0.256
H -4.584 1.825 1.778
H -4.658 3.489 1.523
H -2.815 3.378 3.072
H -2.154 3.683 1.407
H -1.416 -0.038 2.778
H -3.091 0.343 2.350
H -2.364 0.780 3.900
C 1.920 0.799 -0.865
O 0.790 0.505 -1.647
C -0.333 0.288 -0.807
C -1.492 0.089 -1.745
N -2.688 -0.145 -0.917
C -2.667 -1.402 -0.193
C -4.079 -1.653 0.318
O -4.077 -2.670 1.301
C -5.222 -2.521 2.134
H 2.112 -0.073 -0.228
H 1.851 1.708 -0.258
H 2.854 0.947 -1.409
H -0.589 1.069 -0.081
H -0.122 -0.613 -0.215
H -1.279 -0.752 -2.411
H -1.664 1.003 -2.313
H -3.549 -0.075 -1.478
H -2.060 -1.345 0.716
H -2.301 -2.257 -0.769
H -4.823 -1.877 -0.464
H -4.551 -0.714 0.644
H -5.206 -1.584 2.696
H -5.182 -3.291 2.906
H -6.135 -2.649 1.554
C 3.136 4.463 -0.156
O 4.296 4.617 -0.934
C 5.393 5.203 -0.226
C 6.740 5.030 -0.938
N 6.719 5.792 -2.177
C 7.808 5.437 -3.083
C 7.510 6.063 -4.422
O 6.224 5.671 -4.845
C 5.896 6.130 -6.125
H 3.323 3.797 0.698
H 2.320 3.981 -0.693
H 2.840 5.430 0.264
H 5.485 4.759 0.772
H 5.169 6.266 -0.087
H 6.909 3.951 -1.043
H 7.520 5.369 -0.252
H 5.833 5.598 -2.634
H 7.956 4.360 -3.230
H 8.702 5.868 -2.628
H 8.265 5.865 -5.195
H 7.616 7.155 -4.344
H 5.690 7.205 -6.184
H 5.091 5.611 -6.641
H 6.726 6.054 -6.843
C 7.114 1.920 -4.237
O 6.938 1.459 -2.893
C 5.671 1.797 -2.336
C 5.684 1.525 -0.846
N 5.556 0.093 -0.568
C 5.542 -0.194 0.855
C 5.395 -1.687 1.139
O 6.710 -2.200 1.189
C 6.889 -3.581 1.336
H 6.774 2.959 -4.292
H 6.595 1.276 -4.945
H 8.187 1.973 -4.419
H 4.851 1.304 -2.876
H 5.398 2.839 -2.551
H 5.008 2.140 -0.254
H 6.703 1.792 -0.522
H 6.291 -0.469 -0.983
H 4.756 0.411 1.313
H 6.423 0.250 1.346
H 4.820 -2.180 0.346
H 4.826 -1.881 2.055
H 6.415 -3.972 2.244
H 7.944 -3.835 1.422
H 6.495 -4.120 0.468
C 3.319 -1.689 -2.921
O 4.251 -2.198 -3.852
C 4.884 -1.169 -4.609
C 3.906 -0.303 -5.409
N 3.436 -1.191 -6.470
C 2.218 -0.684 -7.089
C 0.972 -0.818 -6.221
O 0.852 -2.140 -5.731
C -0.203 -2.280 -4.832
H 3.758 -0.936 -2.261
H 2.947 -2.488 -2.277
H 2.400 -1.290 -3.364
H 5.588 -1.544 -5.352
H 5.518 -0.591 -3.927
H 4.516 0.501 -5.836
H 3.162 0.178 -4.770
H 3.145 -2.029 -5.966
H 2.035 -1.137 -8.072
H 2.377 0.335 -7.457
H 0.082 -0.425 -6.725
H 1.075 -0.133 -5.368
H -0.538 -3.311 -4.688
H -1.153 -1.840 -5.169
H 0.059 -1.873 -3.851
C -1.669 4.326 -2.071
O -1.042 4.278 -3.328
C -1.625 3.343 -4.251
C -1.351 3.807 -5.657
N -2.114 4.982 -6.014
C -1.747 5.547 -7.298
C -2.543 6.829 -7.509
O -2.410 7.735 -6.434
C -3.393 8.717 -6.418
H -1.195 3.593 -1.405
H -2.749 4.171 -2.054
H -1.513 5.290 -1.580
H -2.707 3.251 -4.124
H -1.109 2.423 -3.970
H -1.607 2.990 -6.340
H -0.276 4.010 -5.763
H -2.155 5.641 -5.249
H -2.025 4.814 -8.058
H -0.672 5.709 -7.443
H -3.582 6.487 -7.588
H -2.266 7.349 -8.432
H -4.400 8.302 -6.289
H -3.391 9.393 -7.282
H -3.239 9.370 -5.557
C 7.673 0.026 4.178
O 6.583 0.605 4.861
C 6.528 1.992 4.651
C 5.255 2.553 5.282
N 3.984 2.068 4.758
C 3.796 2.253 3.332
C 2.366 1.806 2.987
O 2.418 0.428 2.692
C 1.149 -0.203 2.483
H 8.609 0.390 4.616
H 7.652 0.248 3.107
H 7.681 -1.062 4.229
H 6.615 2.302 3.599
H 7.433 2.409 5.121
H 5.248 3.644 5.259
H 5.247 2.219 6.322
H 3.888 1.078 4.957
H 4.508 1.733 2.689
H 3.826 3.321 3.092
H 2.007 2.349 2.099
H 1.632 2.026 3.767
H 1.344 -1.180 2.056
H 0.552 0.496 1.890
H 0.652 -0.222 3.458
C -6.166 -5.053 5.298
O -6.618 -5.435 4.008
C -5.721 -6.330 3.365
C -6.404 -6.790 2.083
N -6.809 -5.663 1.267
C -7.605 -6.099 0.096
C -7.797 -4.909 -0.850
O -8.943 -4.137 -0.497
C -8.632 -2.923 0.130
H -5.244 -4.469 5.218
H -6.050 -5.899 5.978
H -6.894 -4.366 5.729
H -5.531 -7.204 3.994
H -4.759 -5.912 3.050
H -7.198 -7.528 2.274
H -5.675 -7.389 1.523
H -7.422 -5.128 1.876
H -8.576 -6.462 0.446
H -7.125 -6.911 -0.451
H -7.985 -5.305 -1.852
H -6.840 -4.389 -0.918
H -9.584 -2.412 0.285
H -7.882 -2.298 -0.364
H -8.253 -3.093 1.150
C -0.644 -4.261 -1.572
O -0.153 -4.298 -0.246
C 1.223 -4.552 -0.206
C 1.803 -4.099 1.145
N 3.126 -4.702 1.252
C 3.774 -4.231 2.487
C 4.946 -5.089 2.854
O 4.524 -6.451 2.889
C 5.321 -7.277 3.704
H -0.215 -3.377 -2.065
H -1.721 -4.113 -1.582
H -0.341 -5.086 -2.223
H 1.830 -4.070 -0.983
H 1.421 -5.625 -0.328
H 1.148 -4.424 1.961
H 1.800 -3.007 1.157
H 3.058 -5.709 1.357
H 3.063 -4.095 3.309
H 4.213 -3.254 2.249
H 5.384 -4.853 3.831
H 5.787 -5.008 2.154
H 5.073 -7.147 4.763
H 6.371 -7.117 3.449
H 5.080 -8.330 3.547
C -1.229 -3.744 2.967
O -0.435 -4.267 4.004
C 0.137 -3.270 4.811
C 0.957 -3.910 5.951
N 0.084 -4.660 6.844
C -0.714 -3.916 7.810
C 0.103 -3.323 8.951
O -0.636 -2.218 9.456
C 0.069 -1.477 10.429
H -1.352 -4.450 2.150
H -0.786 -2.855 2.499
H -2.206 -3.393 3.314
H -0.584 -2.556 5.226
H 0.822 -2.693 4.172
H 1.491 -3.143 6.510
H 1.660 -4.598 5.479
H -0.601 -5.117 6.251
H -1.430 -4.574 8.310
H -1.359 -3.187 7.305
H 1.053 -2.957 8.542
H 0.350 -4.059 9.719
H 0.990 -1.045 10.034
H 0.193 -1.965 11.399
H -0.577 -0.631 10.682
C -0.715 5.163 -10.728
O 0.039 4.603 -9.682
C 1.288 5.275 -9.537
C 2.376 4.325 -9.090
N 2.363 4.234 -7.622
C 3.459 3.366 -7.182
C 3.424 3.203 -5.670
O 2.256 2.467 -5.359
C 1.902 2.570 -4.004
H -1.021 6.198 -10.537
H -1.589 4.534 -10.896
H -0.164 5.182 -11.676
H 1.214 6.100 -8.825
H 1.628 5.685 -10.495
H 3.347 4.683 -9.431
H 2.177 3.361 -9.574
H 1.581 3.667 -7.296
H 4.433 3.724 -7.524
H 3.376 2.337 -7.563
H 3.532 4.164 -5.150
H 4.317 2.688 -5.289
H 1.098 1.879 -3.763
H 1.616 3.589 -3.724
H 2.750 2.328 -3.350

The SMILES is COCCNCCOC.COCCNCCOC.COCCNCCOC.COCCNCCOC.COCCNCCOC.COCCNCCOC.COCCNCCOC.COCCNCCOC.COCCNCCOC.COCCNCCOC.COCCNCCOC.COCCNCCOC. As for the LUMO energy: 0.44 eV. The energy relative to the best compared isomer or geometry (same formula, charge and spin) comes out at 38.2 kcal/mol. For the HOMO energy, the calculation gives -0.3076 Eh. The multiplicity is 1.